ORCA calculation (the ωB97M-V functional and the def2-TZVPD basis) on a 8-piece molecular cluster, C42H47ClN2O12 overall in a non-equilibrium geometry.

XYZ file:
```
104
Properties=species:S:1:pos:R:3:forces:R:3:mulliken_charge:R:1
C -0.908500 -3.305558 -5.399702 2.459 -4.634 3.239 -1.56
C 0.053500 -2.974558 -4.279702 -2.015 3.493 -1.204 -0.39
N -0.153500 -3.541558 -2.979702 -0.057 -0.929 2.444 0.37
C 0.432500 -4.726558 -2.541702 0.330 -1.049 -1.349 -0.23
C 0.080500 -5.087558 -1.255702 -2.052 6.787 -4.367 -0.93
N -0.773500 -3.929558 -0.879702 2.344 -2.874 -0.085 0.19
C -0.835500 -3.060558 -1.926702 4.879 -10.523 0.545 -1.03
C -1.287500 -3.741558 0.532298 2.568 3.716 -0.600 -0.53
H -0.754500 -4.385558 -5.414702 -0.731 -0.213 -1.427 0.37
H -0.783500 -2.770558 -6.234702 1.299 1.629 -3.275 0.50
H -1.829500 -3.098558 -5.102702 -4.320 0.568 1.399 0.49
H -0.129500 -1.902558 -4.296702 0.695 0.436 1.370 0.07
H 0.985500 -3.089558 -4.708702 2.431 -0.667 0.222 0.65
H 1.005500 -5.188558 -3.376702 -0.280 -0.182 1.380 0.46
H 0.372500 -5.895558 -0.742702 0.606 -2.475 2.312 0.60
H -1.241500 -2.262558 -1.812702 -4.943 9.789 0.765 1.25
H -1.130500 -4.479558 1.280298 -0.329 -1.811 -0.514 0.33
H -2.285500 -3.423558 0.294298 -0.516 0.368 1.241 0.45
H -0.542500 -2.946558 1.098298 -2.451 -1.154 -1.904 -0.09
Cl -0.479500 -0.066558 0.480298 0.323 -0.103 -0.485 -0.81
C -4.284500 2.037442 -3.726702 3.346 -0.732 3.427 -0.66
C -2.938500 1.861442 -3.024702 -3.824 -5.110 -4.344 -0.82
C -2.357500 0.518442 -3.186702 -3.817 3.102 -0.115 0.44
C -3.045500 -0.438558 -3.963702 -0.639 0.375 -0.479 0.03
C -4.258500 -0.231558 -4.631702 -1.014 2.311 0.947 -0.75
C -4.998500 0.948442 -4.376702 6.316 2.039 2.031 0.48
O -6.157500 1.172442 -4.867702 -3.259 -3.054 -1.634 -0.50
O -1.259500 0.183442 -2.575702 3.312 -1.714 0.960 0.51
H -4.582500 3.017442 -3.274702 -1.153 -0.865 -1.372 0.20
H -2.620500 2.568442 -2.337702 0.864 1.297 0.939 0.63
H -2.740500 -1.458558 -4.053702 1.007 -0.346 0.145 0.13
H -4.769500 -0.832558 -5.364702 0.379 -1.011 0.185 0.43
H -6.305500 2.065442 -4.935702 -0.764 3.237 -0.155 0.31
H -1.080500 0.321442 -1.617702 -0.940 0.323 -0.294 -0.33
C -6.582500 2.984442 0.813298 7.887 -3.907 1.364 -0.69
C -5.812500 1.667442 0.904298 -2.373 2.284 -0.309 -0.52
C -4.382500 1.791442 0.982298 -0.950 -3.713 0.169 0.55
C -3.699500 2.966442 1.151298 -1.051 1.988 -0.013 -0.41
C -4.442500 4.163442 1.068298 0.050 -3.493 0.195 -0.67
C -5.789500 4.127442 0.874298 -2.857 -0.437 -1.146 0.45
O -6.377500 5.326442 0.600298 6.928 1.541 3.880 -0.50
O -3.663500 0.577442 0.928298 0.406 1.171 -0.162 -0.42
H -7.520500 2.848442 0.544298 -4.450 0.241 -0.864 0.50
H -6.561500 0.689442 0.869298 2.895 2.427 0.006 0.19
H -2.633500 2.997442 1.349298 -0.064 -0.186 -0.195 0.60
H -4.046500 5.093442 1.038298 1.617 2.653 0.159 0.53
H -7.131500 5.367442 0.191298 -6.575 -0.516 -3.440 0.26
H -2.680500 0.747442 0.845298 -1.485 -0.181 0.248 -0.02
C 0.381500 1.002442 4.540298 3.991 0.784 1.325 0.49
C 1.015500 1.609442 5.731298 -1.690 -0.280 -2.601 -0.87
C 0.303500 2.382442 6.592298 -2.424 -0.196 -0.893 0.14
C -1.108500 2.405442 6.292298 -1.370 0.790 3.950 -0.21
C -1.727500 1.700442 5.305298 -1.058 0.789 -1.920 -0.55
C -0.967500 1.091442 4.326298 1.196 -1.686 -0.770 0.54
O -1.608500 0.470442 3.281298 -1.381 0.841 2.039 -0.34
O 0.766500 3.076442 7.685298 1.633 1.972 -0.598 -0.58
H 1.286500 0.657442 3.900298 -2.461 0.023 0.343 -0.01
H 2.059500 1.584442 5.680298 1.523 -0.127 0.499 0.48
H -1.836500 2.834442 7.117298 1.744 -0.364 -1.793 0.20
H -2.774500 1.791442 4.919298 0.588 0.032 1.431 0.31
H -1.057500 0.361442 2.536298 1.367 -0.273 -1.441 0.01
H 1.371500 3.862442 7.402298 -1.622 -2.292 0.565 0.35
C 3.614500 -5.089558 1.820298 0.059 0.980 -3.684 -0.70
C 3.114500 -4.294558 0.648298 -1.596 0.609 2.324 -0.72
C 2.112500 -3.277558 1.024298 2.786 -1.070 -1.145 0.57
C 1.811500 -3.022558 2.381298 -0.458 -2.022 1.553 0.15
C 2.219500 -3.919558 3.432298 2.819 0.208 -2.889 -1.12
C 3.259500 -4.899558 3.149298 -1.902 0.728 0.322 0.80
O 3.771500 -5.634558 4.230298 -0.371 0.592 -1.210 -0.54
O 1.707500 -2.452558 -0.005702 -1.391 0.807 2.161 -0.15
H 4.365500 -5.798558 1.458298 -0.074 -0.094 0.827 0.27
H 3.407500 -4.388558 -0.513702 -0.520 -0.018 3.206 0.26
H 1.122500 -2.252558 2.778298 0.433 -0.085 -0.966 0.41
H 2.089500 -3.609558 4.434298 -0.572 -0.040 0.951 0.43
H 4.318500 -6.361558 3.900298 -0.129 0.253 -0.024 0.31
H 1.108500 -1.775558 0.467298 0.905 -0.672 -1.531 0.03
C 4.857500 -0.057558 2.615298 -1.906 4.692 0.192 -0.83
C 3.564500 0.141442 1.935298 3.857 0.625 1.993 -0.24
C 3.110500 1.416442 1.661298 3.446 2.849 -0.699 0.50
C 4.027500 2.565442 1.952298 2.119 -8.038 3.279 -1.08
C 5.267500 2.301442 2.703298 -2.640 2.484 -1.400 -0.46
C 5.651500 1.058442 3.121298 -3.235 -3.399 -3.157 0.51
O 6.778500 0.848442 3.766298 2.814 -0.840 1.435 -0.57
O 2.163500 1.799442 0.790298 -3.434 -2.844 -1.263 -0.41
H 5.162500 -0.998558 2.898298 0.520 -2.251 0.286 0.44
H 3.216500 -0.777558 1.602298 -1.466 -1.186 -0.812 0.67
H 3.723500 3.481442 1.768298 -1.243 4.301 -1.159 0.66
H 5.891500 3.168442 2.935298 -0.118 -0.265 -0.006 0.35
H 7.160500 -0.067558 3.706298 -1.094 1.347 -0.110 0.32
H 1.499500 0.999442 0.467298 2.260 2.592 1.554 0.05
C 3.739500 2.163442 -4.655702 -3.818 -2.410 4.134 -0.89
C 3.171500 1.001442 -3.862702 2.923 -0.758 -0.334 -0.46
C 2.259500 1.155442 -2.808702 -1.587 1.015 -0.727 0.32
C 1.617500 2.462442 -2.618702 4.288 -0.951 -2.276 -0.56
C 2.230500 3.525442 -3.302702 -0.588 -1.092 0.199 -0.71
C 3.218500 3.398442 -4.294702 -0.496 -2.188 0.611 1.10
O 3.627500 4.458442 -4.954702 -0.007 4.397 -0.889 -0.59
O 1.790500 0.050442 -2.089702 1.047 0.622 -0.873 0.23
H 4.273500 1.894442 -5.497702 1.411 0.103 -1.410 0.47
H 3.778500 -0.094558 -3.966702 -2.115 3.144 0.142 0.15
H 0.904500 2.645442 -1.891702 -1.379 0.158 1.310 0.72
H 1.926500 4.544442 -3.176702 -0.564 0.404 0.428 0.16
H 3.170500 5.342442 -4.687702 1.072 -2.650 -0.477 0.32
H 1.017500 0.315442 -1.585702 -0.126 0.057 0.159 -0.24
```
Positions in Å, forces in eV/Å.

Properties
DFT total energy: -3100.78788 Ha
HOMO energy: -7.2602 eV
Energy above the lowest of the compared OMol25 structures with the same formula, charge and spin: 0.0 kcal per mole
Strongest force on any atom: 11.61 eV/Å